Density functional theory data (the ωB97M-V functional and the def2-TZVPD basis) for a molecular structure, C21H18BrI2N3O5V in a non-equilibrium geometry.

As for the gap between HOMO and LUMO (spin up / spin down): 0.1600 / 0.1539 hartree. As for the spin multiplicity: 2.

Positions of all 51 atoms, in Å:
N  4.24599  -3.74130  -1.75693
C  -1.18907  3.47168  2.12515
C  1.92632  0.61185  0.32530
C  -0.85863  -3.23362  0.74431
H  -2.28829  5.08383  -0.44425
C  -1.63088  -1.09566  -0.08323
H  1.71841  1.74993  -2.85760
O  -2.88891  2.47170  -1.20818
H  4.37896  -1.07426  2.10253
N  -0.33141  1.15355  -0.27657
C  2.83316  0.11693  1.37574
C  1.42378  1.45002  -1.86202
H  -0.48806  -3.05696  -2.62413
H  -0.13340  3.57784  2.37146
H  3.39106  0.85846  -1.22974
C  -1.28250  -1.49747  -1.37267
C  3.01534  -3.29611  -1.52452
H  -3.10002  4.78488  1.10709
H  -1.75157  4.17797  2.74104
N  5.05543  -2.34011  -0.02446
I  -7.62999  -1.48393  -0.76760
H  2.22637  -3.73082  -2.12879
C  2.74123  -2.34408  -0.55718
H  -1.45235  -0.84066  -2.22553
C  0.57657  0.74167  0.61539
V  -2.27151  0.79112  0.01369
C  -1.42540  -1.98456  0.96714
C  5.20356  -3.23960  -0.98556
O  -1.31348  3.76218  0.74514
C  0.09703  1.53276  -1.48821
Br  0.26605  -5.30216  -0.86616
C  -0.74120  -2.75032  -1.61825
H  2.77615  0.65961  2.31423
C  2.34938  0.96287  -0.95573
H  -1.71197  -1.71182  1.97697
H  -5.11021  2.51098  -0.41210
H  0.21327  0.41367  1.58121
C  -2.52945  4.32271  0.30109
O  -4.62469  3.29023  -0.05161
H  6.20751  -3.61391  -1.15343
H  -0.68923  -3.91760  1.56476
H  1.72858  -2.02055  -0.35991
C  -1.59394  2.04318  2.54513
H  -0.65506  1.90495  -2.17309
C  -3.37340  3.26427  -0.39445
C  3.69384  -0.89472  1.28252
C  -0.51914  -3.60084  -0.54671
O  -1.30195  1.64287  3.63702
I  -4.74148  -0.08231  -0.30617
C  3.82260  -1.86565  0.18201
O  -2.26342  1.36734  1.63587

---

Density functional theory data (the ωB97M-V functional and the def2-TZVPD basis) for a single C21H18BrN3O3S molecule.

As for the gap between HOMO and LUMO: 0.3037 hartree. Its SMILES is Cc1cc(SCC(=O)OC/C(O)=C(\C#N)c2nc3ccccc3[nH]2)c(C)cc1Br.

Positions of all 47 atoms, in Å:
C  -4.46773  -0.37843  -3.47188
N  2.79879  -1.16522  2.65339
C  2.43959  -0.39090  1.65335
H  3.45818  0.85795  0.27938
H  -6.06657  2.07007  -2.13662
C  4.62755  -0.19220  1.72871
S  -3.74563  2.18868  -0.50340
C  6.84725  -0.51683  2.44892
H  -0.51766  -0.50823  -4.71343
H  -1.32577  0.96559  -1.73578
H  -0.59136  -1.83496  -3.56227
C  -1.66452  1.55716  1.20428
C  -2.10588  2.57580  0.18615
Br  -3.06661  -2.05903  -5.28394
C  -0.69146  -0.75436  -3.66587
N  0.75756  1.29968  -0.78319
H  -6.13737  0.76990  -0.96017
H  4.71105  -2.34287  4.38033
C  -2.21854  0.60156  -2.21584
H  1.31110  -1.66337  3.12239
H  -2.21219  3.54235  0.67786
O  -1.73984  0.30457  0.72259
C  -3.20612  -0.79263  -3.86218
C  -3.47365  1.02037  -1.80866
C  5.06003  -1.67475  3.60979
C  0.06634  -0.84676  1.93944
C  1.06090  -0.21731  1.24229
O  -1.29387  1.81714  2.31565
H  -1.93689  -0.60975  2.56647
C  5.97284  0.09425  1.57230
N  3.50249  0.21955  1.05652
C  -5.98103  0.99051  -2.01574
H  0.06865  -0.26919  -3.05937
C  0.83946  0.61173  0.13493
C  4.16377  -1.06928  2.73692
H  -5.33869  -0.77035  -3.97551
C  -4.62416  0.53274  -2.44219
C  -1.40177  -0.73611  1.61662
O  0.30978  -1.63683  2.96192
H  -6.75804  0.50511  -2.59964
H  6.31944  0.76424  0.80048
H  -1.74061  -1.65900  1.13552
H  -1.37719  2.65383  -0.62035
C  -2.05687  -0.31381  -3.24734
H  7.12217  -1.83599  4.10813
H  7.90508  -0.32062  2.36173
C  6.39800  -1.38399  3.44730

---

Density functional theory data (the ωB97M-V functional and the def2-TZVPD basis) for a molecular structure, C21H18BrN4O6V.

The energy above the lowest of the compared OMol25 structures with the same formula, charge and spin comes out at 0.000 eV. As for the gap between HOMO and LUMO (spin up / spin down): 0.2660 / 0.2694 hartree. As for the spin multiplicity: 3.

Positions of all 51 atoms, in Å:
O  -1.95296  -0.24060  -0.08626
O  0.31052  0.31133  -1.84986
C  -4.03298  -3.24325  -0.16145
Br  -6.94500  -3.52724  -5.56646
N  0.07437  2.12960  0.09297
H  -7.91824  -4.96893  -3.18718
N  -0.06302  -2.12248  0.02763
C  -6.20128  -5.54152  -2.03114
C  -0.84368  2.40524  1.20810
O  2.20280  0.29151  0.06037
O  -0.98425  1.61974  3.45962
C  0.63153  -4.40010  0.10469
H  -1.30653  3.04448  -1.23182
C  -0.34506  2.53613  -1.26042
H  -2.98269  -4.84620  -2.85030
H  -4.43803  -1.11912  -0.13942
H  0.38536  3.22903  -1.68793
C  0.89141  -3.02073  0.10478
C  -6.84077  -4.94326  -3.10531
C  -1.36139  -2.53401  -0.04306
H  2.35532  1.77787  -1.37795
C  -4.06204  -4.87476  -2.92342
H  1.90732  -2.65264  0.18815
O  -1.07576  1.40236  -3.23920
H  -0.72614  3.41263  1.61516
H  1.62137  3.57711  0.21898
H  1.45577  -5.09448  0.17718
H  -6.76835  -6.05616  -1.26666
H  -0.90346  -5.88899  0.02859
C  -0.60692  1.38072  2.34012
C  -3.08906  -4.23552  -0.15522
H  1.58261  2.36739  1.51082
C  -6.08094  -4.32773  -4.08707
V  -0.05494  -0.00791  0.04510
H  2.52637  -0.25154  -0.67021
C  -0.66380  -4.83393  0.02242
C  -3.67350  -1.88354  -0.12544
H  -1.86767  2.27771  0.85574
H  -5.08297  -3.50074  -0.19612
C  -2.35110  -1.50264  -0.09022
H  3.47205  1.93460  0.00012
C  -4.81939  -5.47826  -1.92837
O  0.00708  0.28368  1.95884
C  1.45136  2.51748  0.43905
C  2.45706  1.66664  -0.29722
N  -3.39427  -5.63645  -0.07493
C  -1.71363  -3.89360  -0.05388
N  -4.20711  -6.18250  -0.82932
C  -4.69672  -4.29931  -4.01126
C  -0.42104  1.33602  -2.23197
H  -4.12089  -3.82463  -4.79336

---

Density functional theory data (the ωB97M-V functional and the def2-TZVPD basis) for a molecular structure, C21H18BrN9O2Pd in a non-equilibrium geometry.

The energy above the lowest of the compared OMol25 structures with the same formula, charge and spin comes out at 0.477 eV. As for the gap between HOMO and LUMO (spin up / spin down): 0.3129 / 0.1758 hartree. The total charge is +4. As for the spin multiplicity: 5.

Positions of all 52 atoms, in Å:
C  4.33557  2.38180  1.70167
C  -1.60138  3.68772  -0.19691
N  -4.02789  -2.72371  2.54948
C  -4.29323  -0.71371  2.10238
C  0.63591  4.12477  0.65902
H  2.92384  1.41182  -1.00604
N  -3.27608  -1.16737  1.35497
C  5.59443  1.03526  0.08573
N  -1.47804  -2.53728  -1.65688
N  -4.21098  -3.88561  3.11507
N  -4.76136  -1.68141  2.85507
C  5.50772  2.55425  2.46730
H  -2.56652  4.06567  -0.50104
C  -3.47931  1.74823  -1.11604
C  -0.80115  -4.59436  -3.36280
H  -2.07439  -3.58205  -4.78778
H  -2.67250  -1.77769  -3.17210
C  -0.63782  4.57485  0.29523
H  -3.68103  -4.69794  2.82815
C  -1.66591  -3.58220  -3.78671
H  -3.45819  2.39391  -1.99786
C  -0.00952  1.86771  0.10320
H  -3.99167  0.81884  -1.38439
H  -4.68060  0.28593  2.10393
H  7.59476  2.06976  2.62382
C  -0.42613  -5.64474  -4.25444
Pd  -1.93615  -1.03944  -0.22490
C  -1.98509  -2.57167  -2.88991
H  0.34394  -5.35557  -1.68915
C  0.97706  2.77941  0.52725
N  -0.11675  -6.48222  -4.96264
C  2.37172  2.39978  0.80105
N  -3.11556  -2.45090  1.65068
C  6.68528  1.95506  2.05082
H  1.01424  0.27166  0.45744
H  -0.32694  -3.46821  -0.19610
H  7.70448  0.89989  0.48159
H  -4.98072  -3.96527  3.77151
H  -4.00253  2.24815  -0.29864
Br  -1.05202  6.43336  0.42013
H  5.52484  3.26101  3.29143
C  -1.29988  2.33708  -0.28295
H  1.36721  4.82829  1.02834
C  -0.67658  -3.52144  -1.23063
H  5.61564  0.31083  -0.72025
O  -2.14903  1.37214  -0.71722
O  0.16107  0.51729  0.06658
C  4.42442  1.67033  0.45737
C  6.74853  1.26493  0.83771
N  3.06441  2.77743  1.85790
C  -0.30712  -4.57394  -2.05353
N  3.14703  1.66955  -0.05589

---

Density functional theory data (the ωB97M-V functional and the def2-TZVPD basis) for a single C21H18N6OS molecule in a non-equilibrium geometry.

The energy above the lowest of the compared OMol25 structures with the same formula, charge and spin comes out at 0.000 eV. As for the gap between HOMO and LUMO: 0.2994 hartree. Its SMILES is CCc1ccc2[nH]c3nc(SCc4nnc(-c5ccc(C)cc5)o4)nnc3c2c1.

Positions of all 47 atoms, in Å:
H  1.78023  1.25512  -2.12368
N  2.86937  -2.01433  -1.63949
C  -2.48568  -0.68893  1.57504
C  -0.14144  -0.98315  1.45406
C  1.92750  -1.34791  0.75046
C  4.48434  0.74435  0.58582
C  5.69706  -0.00556  0.21656
H  1.57123  -0.68725  2.70337
C  -4.62788  -2.56001  -0.00728
H  -3.36798  -0.41614  2.13561
H  -2.71023  2.62943  -2.69859
N  2.89128  1.61660  1.68142
O  3.56086  1.08830  -0.33770
H  -3.95366  -1.10299  -1.43587
H  -4.65020  -0.40847  0.03848
S  5.32292  -1.37301  -0.97302
C  -0.26928  -1.38235  0.10440
H  -1.15839  -0.31305  3.22445
H  -4.01009  -3.36447  -0.39921
C  0.98762  1.59611  -1.47434
C  -1.32848  2.17092  -1.12986
H  0.45432  2.49744  1.74051
C  -2.63384  -1.09061  0.24505
H  6.41551  0.61880  -0.31531
C  1.06344  -1.62917  -0.36211
C  -1.51706  -1.43646  -0.49836
H  -3.22381  1.33993  -1.61350
N  1.56941  -2.02456  -1.51219
C  -4.00943  -1.20296  -0.35019
N  4.11972  1.08244  1.78158
H  -4.70367  -2.68110  1.07077
N  3.23824  -1.39840  0.63252
C  -0.29476  1.74804  -1.95911
C  3.63013  -1.65406  -0.62100
N  1.19293  -1.01331  1.82818
C  -2.72036  2.30524  -1.66065
C  -1.04696  2.44427  0.20521
C  1.25732  1.86738  -0.13376
H  6.14467  -0.41265  1.12108
H  -5.62287  -2.64393  -0.43769
H  -0.49938  1.52917  -2.99660
H  -3.29492  3.01540  -1.07136
C  -1.25193  -0.62903  2.19716
H  -1.60195  -1.74423  -1.52879
C  0.22897  2.29519  0.70549
C  2.55859  1.59140  0.42333
H  -1.84147  2.77252  0.85910